[1]
{
  "formula": "C27H58O4P2PbSi",
  "method": "ωB97M-V/def2-TZVPD",
  "e_homo_ev": [-12.81, -13.18],
  "relative_energy_ev": 0.000,
  "max_force_ha_per_bohr": 0.0556,
  "gap_ev": [4.6, 4.2],
  "charge": 2,
  "molar_mass_da": 743.99,
  "elements": ["P", "P", "C", "C", "H", "H", "H", "H", "C", "H", "H", "H", "C", "H", "H", "H", "C", "H", "H", "H", "C", "H", "H", "H", "Pb", "C", "C", "C", "C", "C", "C", "C", "C", "C", "H", "H", "H", "H", "H", "H", "H", "H", "H", "H", "H", "H", "H", "H", "H", "C", "C", "C", "C", "O", "Si", "O", "O", "C", "C", "C", "C", "O", "C", "C", "C", "C", "H", "H", "H", "H", "H", "H", "H", "H", "H", "H", "H", "H", "H", "H", "H", "H", "H", "H", "H", "H", "H", "H", "H", "H", "H", "H", "H"],
  "xyz": [[0.17112, -2.21405, -5.97272], [0.29627, 1.15895, -5.78655], [-0.14101, -1.14332, -7.45289], [0.50835, 0.25404, -7.39154], [-1.23404, -1.06062, -7.56192], [0.24913, -1.71028, -8.31165], [1.59416, 0.18804, -7.56618], [0.08004, 0.91765, -8.15825], [-1.39142, 1.83386, -5.96856], [-1.60065, 2.50273, -5.12122], [-2.14668, 1.03162, -5.98083], [-1.45781, 2.40551, -6.90746], [1.37326, 2.60120, -6.01026], [1.05796, 3.18535, -6.88980], [2.40926, 2.26002, -6.14848], [1.31871, 3.22938, -5.11183], [-0.92950, -3.63590, -6.23343], [-0.82389, -4.31556, -5.37630], [-0.68042, -4.16745, -7.16456], [-1.96883, -3.27630, -6.27780], [1.84915, -2.82738, -6.34853], [2.57476, -1.99975, -6.31282], [1.87796, -3.28782, -7.34785], [2.13173, -3.57928, -5.59839], [0.91564, -1.11005, 1.49380], [0.49770, 1.27670, -2.73068], [-0.82345, 1.01901, -2.69421], [-1.62052, 0.02562, -3.46438], [-2.01984, -1.26728, -2.71999], [-0.93877, -2.29561, -2.77229], [0.38780, -2.11226, -2.94497], [1.12425, -0.98733, -3.58048], [1.60375, 0.25708, -2.78290], [0.35521, -3.19648, 2.15932], [0.81988, 2.29131, -2.45703], [-1.46656, 1.75870, -2.19292], [-1.11495, -0.27755, -4.39791], [-2.54888, 0.51630, -3.79738], [-2.30396, -1.02846, -1.67527], [-2.92921, -1.66406, -3.20144], [-1.25062, -3.29062, -2.42516], [1.06174, -2.89877, -2.58476], [0.47679, -0.56358, -4.37867], [1.99789, -1.39876, -4.11216], [1.97892, -0.03180, -1.77643], [2.47457, 0.68580, -3.32052], [0.87574, -3.43190, 3.10840], [0.72310, -3.87841, 1.37248], [-0.74115, -3.29164, 2.24066], [-1.29962, -2.47659, 5.22857], [-2.04987, -1.15914, 5.08052], [-2.95600, -1.16059, 3.85868], [-2.88905, -0.89854, 6.32731], [-1.08025, -0.06074, 5.03625], [-0.13913, 0.53788, 3.83574], [-0.64673, 0.07265, 2.36176], [-0.06324, 2.16050, 4.03676], [-0.80188, 3.15145, 4.81448], [-1.39029, 4.15267, 3.82987], [-1.91695, 2.53928, 5.63880], [0.17999, 3.85902, 5.73939], [1.39945, -0.08578, 3.97031], [2.81413, 0.42355, 4.11843], [3.30143, 1.00874, 2.79508], [2.86580, 1.50934, 5.16901], [3.64101, -0.79020, 4.51593], [-2.03410, -3.29651, 5.29209], [-0.71655, -2.46878, 6.15779], [-0.63540, -2.67061, 4.37342], [-3.72989, -1.93296, 4.01200], [-3.46071, -0.19183, 3.74890], [-2.41377, -1.38399, 2.93242], [-2.24869, -0.86485, 7.21764], [-3.44157, 0.04667, 6.23542], [-3.61026, -1.71907, 6.44875], [-2.11006, 3.66994, 3.16104], [-1.90582, 4.95444, 4.38375], [-0.59405, 4.61024, 3.22756], [-1.54055, 1.82396, 6.37771], [-2.42831, 3.34050, 6.20024], [-2.67399, 2.05923, 5.00899], [0.63843, 3.16123, 6.45092], [0.96469, 4.36546, 5.16320], [-0.35323, 4.62820, 6.32034], [2.58413, 1.73740, 2.39291], [4.25166, 1.54902, 2.96249], [3.51155, 0.23407, 2.04072], [2.48384, 1.16669, 6.13591], [3.91775, 1.79580, 5.31766], [2.32707, 2.40366, 4.84359], [3.29734, -1.20146, 5.47080], [3.60863, -1.58258, 3.76104], [4.69038, -0.47400, 4.64057]],
  "mulliken_charge": [1.47, 1.59, -1.29, -1.25, 0.44, 0.66, 0.43, 0.58, -1.44, 0.36, 0.38, 0.49, -1.30, 0.43, 0.41, 0.37, -1.28, 0.39, 0.45, 0.39, -1.48, 0.42, 0.47, 0.40, 1.17, -0.65, -0.48, 0.67, -0.84, -0.61, -0.25, 0.00, -0.84, -1.33, 0.57, 0.48, -0.96, 0.73, 0.31, 0.44, 0.54, 0.48, -1.87, 0.54, 0.21, 0.45, 0.41, 0.50, 0.41, -1.39, 1.72, -1.47, -1.72, 0.25, -0.11, -0.41, -0.29, 1.79, -1.78, -1.53, -1.76, -0.02, 1.65, -1.64, -1.60, -1.58, 0.49, 0.35, -0.08, 0.53, 0.30, 0.17, 0.37, 0.35, 0.48, 0.39, 0.39, 0.38, 0.32, 0.55, 0.26, 0.31, 0.38, 0.47, 0.30, 0.48, 0.38, 0.39, 0.55, 0.21, 0.36, 0.25, 0.41]
}

=====

[2]
{
  "formula": "C46H39P2Tb",
  "method": "ωB97M-V/def2-TZVPD",
  "e_homo_ev": [-12.97, -12.99],
  "relative_energy_ev": 0.000,
  "max_force_ha_per_bohr": 0.0500,
  "gap_ev": [6.7, 7.1],
  "charge": 2,
  "multiplicity": 7,
  "molar_mass_da": 812.69,
  "elements": ["C", "C", "C", "C", "C", "C", "P", "C", "C", "C", "C", "C", "C", "Tb", "P", "C", "C", "C", "C", "C", "C", "C", "C", "C", "C", "C", "C", "C", "C", "C", "C", "C", "C", "C", "C", "C", "C", "C", "C", "H", "H", "H", "H", "H", "H", "H", "H", "H", "H", "H", "H", "H", "H", "H", "H", "H", "H", "H", "H", "H", "H", "H", "H", "H", "H", "H", "H", "H", "H", "H", "H", "C", "C", "C", "C", "C", "C", "C", "C", "C", "C", "H", "H", "H", "H", "H", "H", "H"],
  "xyz": [[0.93982, 2.12549, -2.30649], [1.03948, 2.21840, -0.91651], [2.26592, 2.57136, -0.33183], [3.38329, 2.81360, -1.13383], [3.26401, 2.78831, -2.53707], [2.02645, 2.40398, -3.10671], [-0.40205, 1.76528, 0.08153], [-0.09296, 2.75547, 1.57869], [0.30963, 2.10193, 2.75907], [0.58056, 2.86828, 3.89622], [0.50499, 4.26661, 3.82738], [0.11895, 4.90849, 2.64475], [-0.20330, 4.14854, 1.51680], [-1.33686, -0.76483, 0.36794], [0.77120, -1.50278, -1.12548], [2.53506, -1.13957, -0.92792], [3.39387, -1.05807, -2.03904], [4.74651, -0.77148, -1.86215], [5.23867, -0.55024, -0.55767], [4.38599, -0.60955, 0.56706], [3.03929, -0.90352, 0.36935], [0.41183, -3.15187, -0.40399], [-0.94557, -3.53887, -0.19484], [-1.21222, -4.73732, 0.49039], [-0.17563, -5.59247, 0.88242], [1.15318, -5.20096, 0.66205], [1.45029, -3.99010, 0.03987], [0.20113, -1.60190, -2.86939], [-0.92946, -0.85166, -3.25846], [-1.42366, -0.98930, -4.55691], [-0.78509, -1.85934, -5.45944], [0.31826, -2.63421, -5.05350], [0.80374, -2.51810, -3.74892], [-1.77497, 2.60716, -0.81241], [-1.60017, 3.70532, -1.67118], [-2.70340, 4.23882, -2.34395], [-3.98004, 3.69536, -2.15391], [-4.14791, 2.60549, -1.28670], [-3.05754, 2.07138, -0.59497], [-1.80568, -2.97819, -0.63784], [-2.25666, -4.96924, 0.72724], [-0.40678, -6.53660, 1.38579], [1.95526, -5.84767, 1.00774], [2.48864, -3.68586, -0.10371], [3.02756, -1.24409, -3.04748], [5.42149, -0.70507, -2.72866], [6.29709, -0.30068, -0.41525], [4.76959, -0.41979, 1.58328], [2.38078, -0.94779, 1.23512], [-1.43729, -0.16537, -2.56753], [-2.30345, -0.40364, -4.84863], [-1.16870, -1.94633, -6.48261], [0.79055, -3.32307, -5.75622], [1.63337, -3.14377, -3.42162], [-0.61337, 4.14197, -1.83686], [-2.55964, 5.06988, -3.02558], [-4.84040, 4.10079, -2.68734], [-5.12370, 2.14065, -1.13875], [-3.23032, 1.26352, 0.14222], [0.39887, 1.00594, 2.78748], [0.85283, 2.36331, 4.82392], [0.73179, 4.86408, 4.71028], [0.05344, 5.99057, 2.58646], [-0.52116, 4.63822, 0.59191], [2.32646, 2.70158, 0.75141], [4.34555, 3.01524, -0.65885], [4.16046, 3.00114, -3.13852], [1.77021, 2.24506, -4.15991], [0.00478, 1.89074, -2.83096], [3.63274, 1.15148, -4.74170], [2.90334, 1.25843, -4.89442], [-4.83134, -1.24027, 4.48680], [-4.64997, -0.64114, 3.22384], [-3.36648, -0.57912, 2.67405], [-2.25649, -1.23732, 3.27845], [-0.98161, -1.29053, 2.60591], [0.02009, -2.00579, 3.21364], [-0.11649, -2.49072, 4.53925], [-1.32726, -2.42612, 5.17686], [-2.45105, -1.85175, 4.56042], [-3.73418, -1.78617, 5.13590], [-5.83232, -1.19049, 4.92180], [-5.47579, -0.15599, 2.67912], [-3.20952, 0.13546, 1.83736], [0.95473, -2.25183, 2.68804], [0.74904, -2.94536, 5.01839], [-1.37714, -2.82262, 6.18448], [-3.90318, -2.13884, 6.13504]],
  "mulliken_charge": [-0.46, 0.68, -0.80, -0.58, -0.75, -1.45, 2.40, 0.31, -0.25, -0.70, -0.59, -0.76, -0.21, 0.07, 1.62, 0.52, -0.59, -0.68, -0.57, -0.72, -0.32, 0.59, -0.27, -0.74, -0.67, -0.53, -0.69, 0.84, -0.05, -0.73, -0.63, -0.79, -0.32, 0.60, -0.24, -0.88, -0.71, -0.66, 0.10, 0.55, 0.45, 0.42, 0.46, 0.48, 0.43, 0.44, 0.40, 0.44, 0.21, -0.29, 0.47, 0.42, 0.44, 0.52, 0.52, 0.46, 0.43, 0.46, -0.46, 0.19, 0.46, 0.40, 0.45, 0.34, 0.39, 0.47, 0.45, 0.68, 0.60, 0.08, -0.02, -0.74, -0.76, -1.32, 0.87, 0.89, -0.22, -1.04, -0.79, 0.61, -0.76, 0.41, 0.41, 0.67, 0.27, 0.46, 0.43, 0.46]
}

=====

[3]
{
  "formula": "C2ClFN2",
  "method": "ωB97M-V/def2-TZVPD",
  "smiles": "F/N=N\\C#CCl",
  "e_homo_ev": -10.33,
  "relative_energy_ev": 2.021,
  "max_force_ha_per_bohr": 0.0587,
  "gap_ev": 9.7,
  "charge": 0,
  "molar_mass_da": 106.49,
  "elements": ["C", "C", "N", "N", "F", "Cl"],
  "xyz": [[-0.22706, -0.64276, -0.03372], [-1.34061, -0.16443, -0.01632], [1.07120, -0.80638, -0.00696], [1.92503, 0.01041, 0.02389], [1.48792, 1.41728, 0.00380], [-2.91648, 0.18586, 0.02930]],
  "mulliken_charge": [0.30, 0.21, -0.11, -0.02, -0.24, -0.14]
}

=====

[4]
{
  "formula": "C4H8O3Si",
  "method": "ωB97M-V/def2-TZVPD",
  "smiles": "C=C[Si](=O)O.CC=O",
  "e_homo_ev": -10.07,
  "relative_energy_ev": 0.208,
  "max_force_ha_per_bohr": 0.1008,
  "gap_ev": 10.3,
  "charge": 0,
  "molar_mass_da": 132.19,
  "elements": ["C", "C", "C", "C", "O", "O", "O", "Si", "H", "H", "H", "H", "H", "H", "H", "H"],
  "xyz": [[1.76976, 1.99276, 0.35195], [-1.23486, -2.63367, -0.36416], [2.33785, 0.74297, 0.78968], [-1.93236, -1.72345, -1.01486], [-0.97821, 0.60263, 0.27198], [-3.33865, 1.02471, -0.86592], [1.68870, -0.25117, 0.97568], [-2.30009, 0.00739, -0.42025], [0.76474, 2.10942, 0.37792], [2.03338, 2.21143, -0.65414], [-0.85444, -3.45135, -0.80270], [-1.11829, -2.46543, 0.75960], [3.34755, 0.70913, 1.26225], [-2.16327, -1.88927, -2.01281], [-0.05757, 0.30387, 0.27036], [2.03577, 2.71003, 1.07543]],
  "mulliken_charge": [-1.25, -0.56, 0.32, -0.31, -0.30, -0.61, -0.53, 0.45, 0.46, 0.31, 0.33, 0.17, 0.36, 0.39, 0.41, 0.35]
}

=====

[5]
{
  "formula": "C26H32Cl9GaN3O4PSiTe",
  "method": "ωB97M-V/def2-TZVPD",
  "e_homo_ev": -8.83,
  "relative_energy_ev": 0.060,
  "max_force_ha_per_bohr": 0.0069,
  "gap_ev": 9.0,
  "charge": 0,
  "molar_mass_da": 1026.02,
  "elements": ["Ga", "Cl", "C", "C", "C", "Cl", "C", "Cl", "C", "Cl", "C", "Cl", "C", "C", "C", "C", "C", "O", "C", "C", "C", "C", "C", "C", "Cl", "C", "C", "C", "N", "C", "N", "C", "N", "H", "H", "H", "H", "H", "H", "H", "H", "H", "H", "H", "H", "H", "H", "H", "H", "H", "H", "H", "H", "H", "H", "Cl", "Si", "Cl", "Cl", "C", "C", "O", "P", "O", "Te", "O", "C", "C", "H", "H", "H", "H", "H", "H", "H", "H", "H", "H"],
  "xyz": [[2.61577, 0.29269, 1.18097], [0.49047, 1.38888, 3.66512], [2.11608, 2.00514, 3.63777], [3.00375, 1.57411, 2.66236], [4.28899, 2.10120, 2.71193], [5.44839, 1.58742, 1.52608], [4.69139, 3.02151, 3.67595], [6.29305, 3.64536, 3.68868], [3.77511, 3.43209, 4.64042], [4.24267, 4.56256, 5.84768], [2.48057, 2.91880, 4.62638], [1.34858, 3.42783, 5.81983], [-3.57074, -2.20676, -3.27368], [-3.12037, -1.26253, -2.15087], [-4.18155, -0.16057, -1.99909], [-1.82711, -0.57099, -2.59908], [-3.00447, -2.06463, -0.81063], [-4.32957, -2.47472, -0.43252], [-2.15592, -3.35428, -0.84590], [-0.72312, -3.30507, -1.39223], [0.18446, -4.38149, -0.84198], [1.54135, -4.11016, -0.68279], [2.41321, -5.06232, -0.18323], [1.92073, -6.31202, 0.15589], [3.00290, -7.51739, 0.79157], [0.57888, -6.61156, 0.00644], [-0.28176, -5.64225, -0.49034], [-2.65423, -1.16894, 0.40972], [-1.26558, -1.11725, 0.84169], [-0.32159, -0.23034, 0.56964], [0.78287, -0.56571, 1.21689], [0.44392, -1.69082, 1.90862], [-0.79350, -2.05086, 1.71027], [-3.58894, -1.66123, -4.21855], [-4.58054, -2.59101, -3.11271], [-2.88897, -3.04938, -3.39801], [-4.43649, 0.22762, -2.98676], [-3.80787, 0.68557, -1.41752], [-5.09077, -0.53197, -1.52987], [-2.07416, 0.15912, -3.37308], [-1.09805, -1.25502, -3.02456], [-1.34033, -0.02086, -1.79325], [-4.63421, -3.13544, -1.06368], [-2.72756, -4.09409, -1.41335], [-2.13091, -3.72495, 0.18030], [-0.25374, -2.34467, -1.18369], [-0.73734, -3.38855, -2.48217], [1.92647, -3.12583, -0.92622], [3.46007, -4.83181, -0.04258], [0.21047, -7.59015, 0.28195], [-1.33221, -5.88586, -0.59361], [-3.20342, -1.57155, 1.25697], [-2.98989, -0.14724, 0.24509], [-0.43607, 0.63142, -0.06229], [1.13522, -2.23018, 2.53353], [3.69828, -1.62355, 1.67355], [3.21673, 0.72324, -1.10123], [4.98898, -0.07597, -1.78542], [1.74241, -0.02898, -2.38693], [-1.72216, 3.07722, -1.45214], [-0.39218, 3.44260, -2.07074], [0.37902, 4.26650, -1.16605], [1.49961, 3.56975, -0.27604], [1.00209, 2.31861, 0.35964], [3.44693, 3.18472, -1.64812], [1.91233, 4.71902, 0.71256], [0.96295, 5.22133, 1.69794], [0.41576, 6.55644, 1.25669], [-2.30467, 2.48281, -2.15880], [-2.29116, 3.97504, -1.21077], [-1.57809, 2.50857, -0.53374], [-0.52382, 4.04243, -2.96946], [0.19115, 2.55682, -2.34052], [1.53175, 5.30496, 2.62125], [0.17689, 4.47976, 1.84855], [1.22632, 7.26721, 1.09891], [-0.24283, 6.95108, 2.03186], [-0.15071, 6.45949, 0.33154]],
  "mulliken_charge": [0.08, -0.22, 1.13, -1.03, 0.69, -0.17, -0.23, -0.19, 0.57, -0.19, -0.26, -0.17, -1.96, 2.16, -1.93, -1.36, 2.54, -0.75, -2.56, 0.84, -0.35, -0.14, -1.03, 0.41, -0.23, -0.98, -0.20, -2.65, 1.24, 0.19, 0.67, -0.76, -0.89, 0.47, 0.45, 0.32, 0.51, 0.31, 0.33, 0.65, 0.27, -0.20, 0.57, 0.77, 0.54, -0.35, 0.62, 0.49, 0.44, 0.41, 0.38, 0.36, 0.38, 0.12, 0.52, -0.41, 0.43, -0.31, -0.28, -0.90, -0.23, -0.35, -0.08, 0.15, -0.09, -0.22, 0.11, -1.31, 0.30, 0.48, 0.08, 0.47, 0.05, 0.29, 0.19, 0.31, 0.39, 0.27]
}

=====

[6]
{
  "formula": "C3H10NO",
  "method": "ωB97M-V/def2-TZVPD",
  "e_homo_ev": -13.60,
  "relative_energy_ev": 1.300,
  "max_force_ha_per_bohr": 0.0395,
  "gap_ev": 9.6,
  "charge": 1,
  "molar_mass_da": 76.12,
  "elements": ["C", "C", "C", "O", "H", "H", "H", "H", "H", "H", "N", "H", "H", "H", "H"],
  "xyz": [[-0.77748, -1.33765, 1.42270], [-0.17915, -0.96625, 0.07148], [-0.86018, -0.31142, -0.92092], [-0.31556, -0.11906, -2.20909], [-0.08118, -1.10167, 2.23637], [-1.69220, -0.82316, 1.65402], [-0.93992, -2.39850, 1.37744], [0.75526, -1.45430, -0.18868], [-1.90229, 0.03270, -0.88115], [0.63579, -0.15666, -2.11155], [1.09365, 1.74229, -0.07872], [0.62502, 2.27429, 0.64812], [0.67895, 0.74422, -0.09001], [0.88036, 2.09526, -1.03524], [2.07892, 1.77990, 0.10521]],
  "mulliken_charge": [-1.16, -0.03, -0.41, -0.46, 0.31, 0.36, 0.34, 0.39, 0.36, 0.36, -0.43, 0.38, 0.19, 0.43, 0.37]
}